# 1
DFT (wB97M-V/def2-TZVPD) results for a 2-piece molecular cluster, C5H12O2 overall.

As for the SMILES: C[C@H]1CCO1.CO. Its HOMO-LUMO gap is 10.514 eV. The molar mass comes out at 104.15 g mol⁻¹. Its HOMO energy is -9.52 eV. Its energy above the lowest of the compared OMol25 structures with the same formula, charge and spin is 52.3 kcal/mol.

Geometry as ORCA input:
```
! wB97M-V def2-TZVPD RIJCOSX def2/J DEFGRID3
* xyz 0 1
O 0.26 -0.91 -0.42
O -0.52 -0.56 2.01
C 1.57 0.41 -1.40
C -1.89 -0.87 1.89
C 0.11 0.45 -0.90
C 1.45 -1.11 -1.20
C -0.20 1.63 0.02
H -2.05 -1.65 1.14
H 0.58 1.85 0.76
H -2.20 -1.22 2.88
H -0.19 2.45 -0.70
H -0.66 0.41 -1.68
H -1.17 1.67 0.53
H 1.26 -1.70 -2.11
H -0.08 -0.89 1.21
H 2.20 0.84 -0.62
H 1.80 0.82 -2.39
H -2.51 0.01 1.61
H 2.22 -1.63 -0.61
*
```



# 2
DFT (wB97M-V/def2-TZVPD) results for a 2-piece molecular cluster, C4H9N2O overall in a non-equilibrium geometry.

Its HOMO-LUMO gap is 10.762 eV. The molar mass comes out at 101.13 g mol⁻¹. Its HOMO energy is -14.54 eV. Its energy above the lowest of the compared OMol25 structures with the same formula, charge and spin is 111.8 kcal/mol.

Geometry as ORCA input:
```
! wB97M-V def2-TZVPD RIJCOSX def2/J DEFGRID3
* xyz 1 1
O -0.38 1.33 -0.16
N 0.28 -1.30 -0.76
N -1.08 -0.76 1.15
C -0.09 2.25 -0.87
C -0.37 -0.34 2.39
C -0.41 -0.76 0.06
C 0.95 -1.09 -2.00
H 0.60 -1.02 2.44
H -0.34 3.38 -0.57
H 1.33 -1.98 -2.28
H 0.32 -0.42 -2.78
H -1.16 -0.58 3.21
H -1.98 -1.12 1.35
H -0.27 0.69 2.44
H 0.79 2.28 -1.70
H 1.81 -0.55 -1.91
*
```



# 3
DFT (wB97M-V/def2-TZVPD) results for a 4-piece molecular cluster, C30H38BClN6O12P overall in a non-equilibrium geometry.

Its HOMO-LUMO gap is 8.071 eV. The molar mass comes out at 751.90 g mol⁻¹. Its HOMO energy is -10.81 eV.

Geometry as ORCA input:
```
! wB97M-V def2-TZVPD RIJCOSX def2/J DEFGRID3
* xyz 1 1
Cl 1.53 -4.42 -0.51
P -0.96 1.62 0.82
O 2.81 3.53 1.65
O -4.63 -1.47 -1.33
O -0.87 -1.93 -3.52
O -1.18 3.08 1.55
O 0.60 1.09 1.10
O 3.84 -5.71 3.46
O -4.12 2.03 -5.67
O -6.01 1.90 -6.71
O -1.13 1.66 -0.66
O 4.36 -5.04 1.48
O 1.37 5.12 1.44
O 0.10 0.12 -3.72
N 4.65 -5.44 2.59
N -5.18 2.51 -6.06
N -1.75 -0.95 0.79
N -1.43 -2.62 -0.53
N -3.17 0.24 -2.34
N 2.16 4.45 2.09
C -6.91 5.81 -5.82
C 7.03 -5.28 1.96
C -4.78 5.97 -4.71
C -5.46 3.91 -5.72
C 0.42 -3.98 0.86
C -2.16 0.31 1.46
C 2.64 5.41 6.18
C -1.50 -3.54 -1.71
C -5.97 6.56 -5.12
C 8.75 -5.95 3.50
C 1.59 5.83 4.06
C 6.07 -5.60 2.91
C 7.78 -6.26 4.45
C -0.78 -1.72 1.44
C 0.23 -1.06 -3.65
C 3.39 4.39 5.62
C -0.58 -2.84 0.55
C 1.74 6.13 5.40
C -2.20 -1.47 -0.41
C 6.44 -6.09 4.16
C -4.52 4.64 -5.01
C 2.34 4.80 3.51
C -4.08 1.36 -1.96
C 8.37 -5.46 2.26
C -3.49 -0.32 -3.68
C 3.24 4.08 4.27
C -0.37 -3.04 -2.71
C -6.66 4.48 -6.13
C 2.38 -2.49 1.83
C 1.33 -3.63 2.12
B -3.34 -0.87 -1.41
H -4.81 -1.75 -0.41
H -3.59 4.20 -4.69
H 0.07 -3.87 -3.32
H 2.75 5.65 7.23
H 3.43 -2.79 2.09
H 5.69 -6.33 4.91
H -6.17 7.60 -4.89
H 3.83 3.28 3.85
H -3.48 -1.45 -3.64
H 2.35 -2.10 0.77
H -4.05 6.55 -4.16
H 0.42 -2.59 -2.05
H -0.14 -4.92 1.16
H 1.20 1.50 0.45
H -2.73 -0.04 -4.46
H -7.84 6.27 -6.14
H 2.14 -1.62 2.50
H 6.74 -4.90 0.99
H -4.72 1.06 -1.07
H 8.08 -6.65 5.42
H -4.79 1.64 -2.78
H -3.51 2.29 -1.70
H -4.50 -0.03 -4.07
H 0.66 -3.39 2.98
H -7.39 3.91 -6.68
H -0.40 3.62 1.29
H 9.12 -5.21 1.52
H -0.27 -1.57 2.40
H 0.88 6.39 3.46
H -2.09 0.21 2.58
H 1.29 -1.44 -3.73
H 1.89 -4.58 2.35
H 9.80 -6.10 3.73
H -3.21 0.57 1.16
H -2.50 -3.47 -2.21
H 4.09 3.84 6.23
H -1.28 -4.56 -1.31
H 1.16 6.93 5.84
*
```



Question: Number 2 is which compound?
Answer: C4H9N2O